# C4H10O2

A 2-piece molecular cluster, C4H10O2 overall at a distorted geometry (the ωB97M-V functional and the def2-TZVPD basis, the OMol25 dataset).

CARTESIAN COORDINATES (ANGSTROEM)
C 0.7977 1.0437 -1.7308
C -0.1011 -1.9103 0.6338
O -1.3830 -2.0358 1.2037
C -0.2090 -0.8262 -0.3651
C 0.8784 -0.1561 -0.9323
H 1.3685 1.0158 -2.6698
H -0.2343 1.3891 -1.7736
H 1.4151 1.8504 -1.2803
H 0.6544 -1.7133 1.4071
H 0.2012 -2.8110 0.0669
H -1.4954 -2.8587 1.6926
H -1.2121 -0.4436 -0.5328
H 1.8676 -0.6014 -0.8276
H -0.1772 2.3271 0.6589
H -0.5954 3.5548 1.5458
O 0.0423 3.2234 0.9057

The net charge is +1. For the HOMO energy (spin up / spin down), the calculation gives -14.89 / -14.89 eV. As for the expectation value of S²: 0.753. The value obtained for the total energy is -8395.0064 eV. As for the spin multiplicity: 2.

Results of the Löwdin charge analysis, in e, for atoms 1 through 4:
1. C -0.03
2. C -0.21
3. O -0.02
4. C 0.10